(1)
55
Properties=species:S:1:pos:R:3:lowdin_charge:R:1 method="wB97M-V/def2-TZVPD" orbital_gap_ha=0.320 energy_ha=-1966.13598 smiles="O=C(NCc1ccco1)c1ccc(Cn2c(=O)c3sccc3n(Cc3cccc(F)c3)c2=O)cc1" de_lowest_kcal_mol=3.8
O -5.837 -2.167 -0.079 0.07
C -4.968 -1.389 -0.420 -0.45
N -5.214 -0.319 -1.221 0.08
C -6.565 0.033 -1.618 -0.09
C -7.120 1.137 -0.779 -0.26
C -7.703 1.125 0.454 -0.02
C -7.986 2.476 0.771 -0.06
C -7.552 3.207 -0.289 -0.13
O -7.021 2.409 -1.232 0.04
C -3.541 -1.545 -0.015 -0.14
C -2.484 -1.221 -0.859 -0.02
C -1.180 -1.411 -0.442 -0.01
C -0.907 -1.908 0.827 -0.20
C 0.514 -2.109 1.279 -0.07
N 1.372 -0.999 0.877 0.08
C 1.097 0.226 1.494 -0.44
O 0.220 0.329 2.322 0.10
C 1.968 1.273 1.031 -0.37
S 1.931 2.916 1.564 1.10
C 3.237 3.295 0.520 -0.38
C 3.688 2.234 -0.203 -0.09
C 2.955 1.059 0.088 -0.23
N 3.129 -0.187 -0.455 0.04
C 4.195 -0.425 -1.412 -0.07
C 5.558 -0.245 -0.796 -0.21
C 5.826 -0.736 0.476 -0.03
C 7.075 -0.572 1.046 -0.06
C 8.082 0.080 0.355 -0.01
C 7.805 0.556 -0.913 -0.27
F 8.772 1.194 -1.602 0.06
C 6.561 0.408 -1.498 0.03
C 2.344 -1.256 -0.069 -0.44
O 2.508 -2.360 -0.544 0.08
C -1.964 -2.236 1.666 -0.01
C -3.268 -2.070 1.244 0.00
H -4.503 0.386 -1.330 0.14
H -7.166 -0.870 -1.486 0.13
H -6.563 0.335 -2.669 0.13
H -7.903 0.259 1.051 0.11
H -8.449 2.845 1.663 0.10
H -7.563 4.260 -0.489 0.12
H -2.674 -0.851 -1.856 0.11
H -0.365 -1.176 -1.112 0.12
H 0.547 -2.189 2.369 0.14
H 0.934 -3.013 0.829 0.13
H 3.613 4.299 0.494 0.07
H 4.504 2.290 -0.897 0.11
H 4.067 0.241 -2.270 0.14
H 4.073 -1.461 -1.747 0.14
H 5.051 -1.255 1.020 0.12
H 7.270 -0.957 2.035 0.11
H 9.064 0.218 0.779 0.12
H 6.392 0.796 -2.491 0.13
H -1.762 -2.623 2.653 0.12
H -4.095 -2.336 1.884 0.12

---

(2)
61
Properties=species:S:1:pos:R:3:lowdin_charge:R:1 method="wB97M-V/def2-TZVPD" orbital_gap_ha=0.277 energy_ha=-2164.55635 charge=-1 de_lowest_kcal_mol=0.0
In -2.115 1.170 -0.840 0.92
N -2.219 0.586 1.349 0.00
C -3.529 -0.009 1.675 -0.22
C -3.722 -1.370 1.033 -0.10
C -3.833 -1.438 -0.500 -0.64
O -4.297 -2.456 -0.981 0.04
O -3.424 -0.424 -1.197 -0.08
H -1.398 0.047 1.639 0.07
H -2.117 1.483 1.815 0.10
H -4.291 0.685 1.318 0.12
H -3.640 -0.104 2.759 0.12
H -4.636 -1.819 1.420 0.12
H -2.916 -2.050 1.332 0.11
O -0.383 2.383 -4.416 0.07
C -0.786 1.810 -3.420 -0.57
O -1.776 2.154 -2.682 -0.05
C -0.055 0.533 -2.993 -0.15
C 0.982 0.042 -3.812 0.02
C 1.585 -1.126 -3.472 0.01
C 1.151 -1.833 -2.327 -0.15
C 1.721 -3.066 -1.931 -0.03
C 1.258 -3.720 -0.827 -0.07
C 0.193 -3.174 -0.080 -0.05
C -0.369 -1.983 -0.437 -0.01
C 0.106 -1.277 -1.560 -0.17
N -0.459 -0.077 -1.905 0.14
H 1.251 0.624 -4.679 0.12
H 2.394 -1.534 -4.068 0.12
H 2.535 -3.474 -2.519 0.11
H 1.705 -4.656 -0.519 0.11
H -0.178 -3.704 0.788 0.11
H -1.180 -1.561 0.131 0.08
O -4.119 4.662 0.333 0.06
C -3.350 3.757 0.056 -0.58
O -3.659 2.571 -0.322 -0.06
C -1.851 4.036 0.204 -0.16
C -1.398 5.294 0.560 0.01
C -0.034 5.489 0.709 -0.05
C 0.829 4.422 0.513 -0.03
C 0.305 3.189 0.166 -0.07
N -1.010 3.017 0.012 0.06
H -2.126 6.077 0.708 0.12
H 0.352 6.464 0.978 0.11
H 1.899 4.532 0.623 0.11
H 0.929 2.317 0.011 0.08
O 2.421 1.113 -0.753 0.02
C 2.963 0.089 -0.389 -0.23
C 2.648 -0.745 0.762 -0.12
C 3.542 -1.778 1.010 0.02
C 3.402 -2.607 2.103 -0.18
C 2.349 -2.399 3.015 -0.01
C 1.446 -1.407 2.788 -0.01
C 1.491 -0.557 1.618 -0.38
O 0.550 0.234 1.373 -0.05
N 4.336 -3.679 2.314 -0.37
O 5.235 -3.845 1.500 0.03
O 4.201 -4.377 3.312 0.03
H 3.826 -0.300 -0.975 0.12
H 4.372 -1.941 0.333 0.12
H 2.272 -3.042 3.880 0.11
H 0.621 -1.245 3.470 0.11

---

(3)
59
Properties=species:S:1:pos:R:3:lowdin_charge:R:1 method="wB97M-V/def2-TZVPD" orbital_gap_ha="0.247 / 0.256" energy_ha=-2644.85283 multiplicity=3 charge=+1 s_squared=2.019 de_lowest_kcal_mol=6.2
V 0.159 0.100 -0.050 0.93
O 2.230 -0.207 -3.536 0.13
C 1.838 -0.154 -2.397 -0.40
N 0.614 0.300 -1.901 -0.04
C 0.096 1.514 -2.457 -0.20
C -0.234 1.715 -3.795 0.01
C -0.900 2.946 -4.132 -0.06
C -1.282 3.844 -3.143 -0.08
C -0.904 3.640 -1.801 -0.03
C -0.181 2.512 -1.485 -0.19
N 0.059 2.078 -0.108 -0.06
C 0.439 2.835 0.964 -0.44
O 0.758 4.012 1.096 0.07
C 0.575 1.917 2.214 -0.14
C 0.894 2.393 3.526 0.05
C 1.023 1.469 4.585 -0.03
C 0.715 0.145 4.334 -0.04
C 0.415 -0.243 3.028 -0.10
N 0.275 0.622 1.999 0.00
C 2.774 -0.509 -1.225 -0.17
C 4.010 -1.150 -1.371 0.02
C 4.845 -1.311 -0.273 -0.03
C 4.437 -0.746 0.940 -0.01
C 3.216 -0.015 0.978 -0.09
N 2.386 0.029 -0.054 0.04
H 0.010 1.039 -4.577 0.10
H -1.174 3.119 -5.206 0.12
H -1.766 4.755 -3.422 0.10
H -1.273 4.313 -1.054 0.11
H 1.023 3.417 3.738 0.11
H 1.278 1.815 5.571 0.12
H 0.731 -0.584 5.149 0.12
H 0.293 -1.289 2.804 0.11
H 4.277 -1.527 -2.343 0.13
H 5.766 -1.850 -0.335 0.11
H 5.081 -0.765 1.844 0.12
H 2.905 0.430 1.935 0.12
N -2.783 1.943 0.141 0.22
C -2.988 0.634 0.006 -0.35
N -4.278 0.247 -0.087 0.19
C -4.467 -1.065 -0.088 -0.42
N -5.699 -1.571 -0.146 0.20
N -3.489 -2.021 -0.052 0.18
C -2.279 -1.556 -0.038 -0.27
N -1.911 -0.252 -0.018 0.09
C -1.152 -2.553 0.030 -0.18
C -1.413 -3.911 0.002 0.03
C -0.338 -4.808 0.041 -0.02
C 0.946 -4.352 0.077 -0.01
C 1.101 -2.973 0.100 -0.06
N 0.085 -2.058 0.135 0.04
H -3.560 2.599 0.093 0.14
H -1.845 2.297 0.270 0.06
H -6.454 -0.960 -0.253 0.10
H -5.723 -2.579 -0.268 0.13
H -2.413 -4.265 -0.174 0.12
H -0.608 -5.848 0.059 0.12
H 1.784 -5.017 0.036 0.12
H 2.078 -2.541 0.093 0.09

---

(4)
60
Properties=species:S:1:pos:R:3:lowdin_charge:R:1 method="wB97M-V/def2-TZVPD" orbital_gap_ha="0.208 / 0.221" energy_ha=-7197.22596 multiplicity=4 s_squared=3.761 de_lowest_kcal_mol=0.8
V -0.002 0.196 -0.318 0.55
C -0.361 0.803 -4.755 -0.03
C -0.308 1.022 -3.375 -0.09
N -0.188 0.046 -2.494 0.05
C -0.108 -1.226 -2.955 -0.12
C -0.146 -1.543 -4.317 -0.14
C -0.281 -0.482 -5.227 0.00
C -0.035 -2.916 -4.728 -0.02
C 0.116 -3.901 -3.819 -0.01
C 0.166 -3.607 -2.414 -0.13
C 0.349 -4.590 -1.428 0.00
C 0.408 -4.219 -0.109 -0.02
C 0.269 -2.867 0.225 -0.07
N 0.080 -1.930 -0.683 0.05
C 0.043 -2.281 -1.985 -0.13
H -0.460 1.644 -5.426 0.11
H -0.358 2.026 -2.971 0.11
H -0.314 -0.689 -6.290 0.12
H -0.068 -3.139 -5.787 0.12
H 0.209 -4.933 -4.133 0.12
H 0.454 -5.628 -1.719 0.12
H 0.566 -4.947 0.674 0.11
H 0.321 -2.522 1.251 0.12
Cl 4.032 -0.500 5.155 0.64
C 3.468 -0.302 3.532 -0.73
C 4.363 -0.186 2.483 -0.72
Cl 6.066 -0.234 2.779 0.64
C 3.885 -0.029 1.175 -0.62
Cl 4.978 0.139 -0.157 0.68
C 2.521 0.004 0.893 -0.41
O 2.035 0.162 -0.316 -0.23
C 1.598 -0.107 1.979 -0.39
O 0.308 -0.063 1.694 -0.30
C 2.093 -0.258 3.267 -0.60
Cl 0.937 -0.386 4.562 0.68
C -1.912 1.681 2.907 -0.23
As -2.772 0.203 2.033 0.74
C -4.642 0.381 2.468 -0.26
C -2.210 -1.410 2.907 -0.24
S -2.584 0.162 -0.075 0.21
H -2.101 1.610 3.978 0.04
H -2.321 2.610 2.514 0.03
H -0.847 1.595 2.705 0.01
H -4.770 0.396 3.550 0.04
H -5.182 -0.461 2.040 0.04
H -5.018 1.305 2.034 0.03
H -2.532 -1.388 3.947 0.04
H -1.125 -1.435 2.847 -0.02
H -2.659 -2.255 2.388 0.04
Cl 3.140 4.984 0.164 0.70
C 1.536 4.355 0.037 -0.63
C 0.443 5.198 0.078 -0.08
C -0.816 4.631 -0.036 -0.05
C -0.927 3.260 -0.175 -0.15
N 0.137 2.448 -0.207 0.01
C 1.355 2.988 -0.110 -0.11
H 0.578 6.265 0.194 0.11
H -1.706 5.245 -0.017 0.11
H -1.891 2.773 -0.260 0.05
H 2.191 2.303 -0.168 0.11

---

(5)
61
Properties=species:S:1:pos:R:3:lowdin_charge:R:1 method="wB97M-V/def2-TZVPD" orbital_gap_ha="0.141 / 0.165" energy_ha=-5946.81671 multiplicity=2 charge=+2 s_squared=0.765 de_lowest_kcal_mol=0.0
V 0.688 1.069 -0.329 1.06
O 1.099 3.339 -3.265 -0.18
S 1.449 3.053 -1.924 0.76
O 0.225 2.836 -1.038 -0.37
N 2.122 1.607 -1.550 -0.25
C 3.498 1.746 -1.181 -0.78
S 4.491 0.512 -0.923 0.90
C 3.798 3.191 -1.027 -0.23
C 5.013 3.748 -0.659 0.01
C 5.107 5.130 -0.568 0.00
C 4.021 5.956 -0.854 -0.01
C 2.803 5.421 -1.247 0.00
C 2.723 4.041 -1.299 -0.23
H 5.861 3.109 -0.452 0.12
H 6.047 5.579 -0.278 0.13
H 4.132 7.030 -0.783 0.13
H 1.962 6.051 -1.503 0.14
C 4.679 -2.971 9.315 -0.04
C 4.420 -3.132 7.843 -0.27
C 3.280 -2.611 7.244 -0.03
C 3.029 -2.764 5.888 -0.01
C 3.947 -3.443 5.104 -0.23
N 3.748 -3.675 3.708 0.15
C 3.098 -2.865 2.851 -0.48
O 2.554 -1.813 3.141 0.06
N 3.090 -3.351 1.527 0.15
C 2.547 -2.710 0.434 -0.18
C 2.615 -3.303 -0.830 0.04
C 2.079 -2.658 -1.928 -0.01
C 1.482 -1.424 -1.770 -0.12
N 1.411 -0.856 -0.560 -0.09
C 1.923 -1.466 0.520 -0.06
C 5.096 -3.972 5.680 -0.02
C 5.323 -3.820 7.035 -0.03
H 3.890 -2.397 9.796 0.08
H 5.627 -2.459 9.490 0.09
H 4.740 -3.942 9.807 0.09
H 2.559 -2.078 7.852 0.12
H 2.130 -2.357 5.453 0.10
H 4.236 -4.475 3.340 0.15
H 3.517 -4.245 1.345 0.15
H 3.092 -4.268 -0.952 0.14
H 2.130 -3.106 -2.910 0.13
H 1.072 -0.874 -2.607 0.13
H 1.850 -0.975 1.473 0.09
H 5.817 -4.503 5.068 0.11
H 6.221 -4.239 7.471 0.12
O 1.098 2.137 3.607 0.31
C 0.952 1.727 2.553 -0.28
N 0.780 1.279 1.418 0.03
Br -4.145 1.553 -3.479 0.88
C -3.168 0.624 -2.186 -0.65
C -3.697 -0.479 -1.532 -0.04
C -2.922 -1.131 -0.583 0.00
C -1.651 -0.675 -0.323 -0.09
N -1.143 0.407 -0.952 -0.05
C -1.893 1.052 -1.867 -0.12
H -4.697 -0.822 -1.762 0.13
H -3.301 -1.992 -0.052 0.13
H -1.014 -1.168 0.399 0.12
H -1.462 1.919 -2.344 0.11

---

(6)
68
Properties=species:S:1:pos:R:3:lowdin_charge:R:1 method="wB97M-V/def2-TZVPD" orbital_gap_ha="0.150 / 0.150" energy_ha=-7775.38577 multiplicity=4 charge=-1 s_squared=3.753 de_lowest_kcal_mol=0.0
Nd -0.005 0.103 0.090 1.57
Cl 2.196 -0.522 3.290 0.67
C 2.950 -1.165 1.846 -0.71
C 2.226 -1.108 0.655 -0.27
C 2.876 -1.717 -0.421 -0.70
Cl 2.007 -1.793 -1.922 0.65
C 4.145 -2.282 -0.358 -0.71
Cl 4.876 -3.003 -1.746 0.64
C 4.836 -2.262 0.851 -0.72
Cl 6.420 -2.934 0.967 0.64
C 4.227 -1.706 1.971 -0.73
Cl 5.067 -1.683 3.483 0.64
N -1.301 -3.135 3.149 0.17
C -2.320 -2.309 2.390 -0.51
C -3.739 -2.697 2.754 -0.08
P -1.888 -0.597 3.018 0.32
O -3.189 0.299 2.751 -0.11
O -1.697 -0.895 4.471 -0.30
O -0.737 -0.063 2.223 -0.47
P -1.965 -2.514 0.605 0.29
O -2.133 -4.153 0.578 -0.16
O -3.020 -1.875 -0.201 -0.27
O -0.506 -2.205 0.418 -0.43
H -1.214 -2.607 4.067 0.13
H -0.411 -3.068 2.637 0.15
H -1.570 -4.111 3.231 0.15
H -3.976 -2.404 3.780 0.09
H -3.894 -3.770 2.626 0.08
H -4.413 -2.177 2.077 0.08
H -3.086 0.761 1.902 0.06
H -2.449 -4.418 -0.299 0.07
F 1.163 1.108 -1.355 -0.55
Se -1.091 -1.758 -3.349 1.18
N -2.758 -1.270 -3.775 -0.21
C -3.133 -0.346 -2.890 -0.39
C -4.387 0.275 -2.787 0.02
C -4.590 1.163 -1.738 -0.04
C -3.569 1.431 -0.833 -0.10
N -2.347 0.889 -0.899 0.06
C -2.134 0.015 -1.903 -0.50
N -0.974 -0.619 -2.003 -0.38
H -5.170 0.032 -3.494 0.12
H -5.549 1.649 -1.607 0.11
H -3.737 2.129 -0.014 0.12
N -0.308 2.409 0.756 -0.03
C 0.428 3.416 0.749 -0.41
C -0.139 4.777 1.009 -0.18
C -1.355 5.145 0.441 -0.04
C -1.902 6.388 0.717 -0.11
C -1.248 7.262 1.574 -0.12
C -0.037 6.894 2.147 -0.10
C 0.520 5.659 1.861 -0.04
C 1.904 3.333 0.517 -0.20
C 2.554 4.271 -0.277 -0.04
C 3.910 4.139 -0.523 -0.10
C 4.624 3.084 0.030 -0.10
C 3.978 2.153 0.830 -0.07
C 2.623 2.280 1.072 -0.06
H -1.854 4.451 -0.225 0.10
H -2.842 6.679 0.266 0.09
H -1.682 8.228 1.800 0.09
H 0.474 7.573 2.817 0.09
H 1.467 5.373 2.300 0.12
H 1.997 5.086 -0.723 0.11
H 4.412 4.861 -1.155 0.09
H 5.684 2.989 -0.165 0.09
H 4.524 1.323 1.262 0.10
H 2.102 1.580 1.713 0.05

---

(7)
59
Properties=species:S:1:pos:R:3:lowdin_charge:R:1 method="wB97M-V/def2-TZVPD" orbital_gap_ha="0.234 / 0.220" energy_ha=-3789.57896 multiplicity=2 charge=-1 s_squared=1.209 de_lowest_kcal_mol=13.1
Mn 0.154 -0.123 -0.202 0.57
N 0.049 1.547 1.310 0.07
C -1.084 2.390 1.329 -0.23
C -1.736 2.617 2.538 -0.04
C -2.880 3.398 2.594 -0.11
C -3.375 3.959 1.428 -0.11
C -2.726 3.721 0.225 -0.04
C -1.570 2.940 0.140 -0.13
C -0.955 2.649 -1.184 -0.20
C -0.991 3.681 -2.136 -0.08
C -0.658 3.450 -3.458 -0.12
C -0.336 2.148 -3.831 -0.12
C -0.264 1.150 -2.871 -0.14
C -0.486 1.350 -1.493 -0.13
H 0.283 1.220 2.236 0.09
H 0.871 1.966 0.883 0.08
H -1.331 2.176 3.443 0.11
H -3.377 3.560 3.543 0.09
H -4.276 4.560 1.447 0.09
H -3.143 4.118 -0.693 0.11
H -1.285 4.679 -1.823 0.10
H -0.674 4.256 -4.183 0.08
H -0.135 1.912 -4.873 0.09
H -0.008 0.147 -3.195 0.06
Cl -0.425 -3.204 6.152 0.64
C 0.204 -2.375 4.750 -0.62
C 1.488 -1.912 4.764 -0.19
C 2.026 -1.252 3.649 -0.65
I 3.988 -0.550 3.701 0.86
C 1.301 -1.039 2.475 -0.46
O 1.750 -0.463 1.431 -0.19
C -0.076 -1.501 2.503 -0.13
N -0.793 -1.255 1.380 0.06
C -2.019 -1.701 1.297 -0.10
C -2.646 -2.390 2.348 -0.04
C -1.957 -2.624 3.503 -0.03
C -0.622 -2.183 3.613 -0.18
H 2.102 -2.059 5.643 0.09
H -2.524 -1.512 0.357 0.11
H -3.667 -2.727 2.228 0.10
H -2.411 -3.151 4.330 0.09
O -1.147 -3.312 -2.905 -0.04
C -0.811 -2.427 -2.152 -0.52
N -0.494 -1.565 -1.411 0.03
C 4.104 -1.727 -4.730 -0.10
C 3.494 -0.326 -4.670 -0.24
C 3.154 0.072 -3.264 -0.61
N 2.238 -0.501 -2.575 0.05
N 2.076 0.023 -1.324 -0.04
C 2.925 0.967 -1.054 -0.67
N 2.975 1.594 0.164 0.09
S 3.971 1.339 -2.385 1.08
H 4.296 -2.022 -5.764 0.07
H 3.420 -2.448 -4.284 0.08
H 5.046 -1.767 -4.181 0.07
H 2.570 -0.294 -5.251 0.11
H 4.172 0.410 -5.107 0.10
H 2.697 0.951 0.914 0.04
H 3.817 2.112 0.351 0.09

---

(8)
63
Properties=species:S:1:pos:R:3:lowdin_charge:R:1 method="wB97M-V/def2-TZVPD" orbital_gap_ha="0.245 / 0.284" energy_ha=-4251.99337 multiplicity=6 s_squared=8.756 de_lowest_kcal_mol=0.0
Mn 0.371 -0.282 0.741 0.56
C -0.769 -1.984 4.855 -0.01
C -0.760 -1.419 3.466 -0.23
N 0.235 -0.759 3.001 0.04
N 1.281 -0.507 3.828 0.00
C 2.452 0.018 3.383 -0.85
N 3.360 0.211 4.373 0.09
S 2.801 0.422 1.813 0.71
C -1.920 -1.580 2.559 -0.21
C -3.147 -2.050 3.009 0.00
C -4.209 -2.111 2.121 -0.04
C -4.019 -1.709 0.813 -0.03
C -2.762 -1.254 0.447 -0.11
N -1.747 -1.195 1.292 0.07
H 0.167 -2.517 5.040 0.09
H -1.574 -2.696 5.000 0.07
H -0.878 -1.196 5.605 0.10
H 1.195 -0.735 4.807 0.13
H 3.299 -0.313 5.231 0.10
H 4.286 0.455 4.065 0.09
H -3.295 -2.347 4.036 0.10
H -5.175 -2.464 2.456 0.11
H -4.823 -1.731 0.091 0.11
H -2.553 -0.926 -0.565 0.12
F 2.184 -2.803 2.382 0.01
C 1.737 -3.283 1.180 -0.25
C 0.981 -2.487 0.350 -0.04
C 0.559 -3.129 -0.795 -0.26
F -0.230 -2.473 -1.693 0.03
C 0.869 -4.437 -1.128 -0.16
F 0.430 -5.002 -2.263 0.10
C 1.647 -5.179 -0.258 -0.15
F 1.963 -6.448 -0.545 0.11
C 2.085 -4.597 0.916 -0.16
F 2.827 -5.318 1.775 0.09
O -2.850 1.651 1.862 -0.60
S -1.491 2.220 1.953 0.65
N -0.402 1.706 1.104 -0.53
N 0.453 0.425 -1.327 -0.37
S -0.450 1.695 -1.693 1.01
C 0.579 3.172 -1.577 -0.41
C 0.053 4.395 -1.967 -0.08
C 0.832 5.533 -1.836 -0.08
C 2.116 5.440 -1.310 -0.08
C 2.619 4.211 -0.910 -0.06
C 1.845 3.065 -1.038 -0.09
C -0.625 1.648 -3.471 -0.40
C 0.468 1.813 -4.313 -0.07
C 0.289 1.700 -5.681 -0.07
C -0.972 1.428 -6.200 -0.07
C -2.058 1.268 -5.352 -0.07
C -1.886 1.378 -3.979 -0.08
H 0.880 0.031 -2.158 0.02
H -0.950 4.458 -2.372 0.12
H 0.439 6.494 -2.140 0.10
H 2.721 6.331 -1.206 0.10
H 3.613 4.142 -0.487 0.11
H 2.200 2.095 -0.715 0.07
H 1.443 2.039 -3.900 0.12
H 1.133 1.828 -6.346 0.11
H -1.107 1.342 -7.270 0.11
H -3.039 1.058 -5.757 0.11
H -2.724 1.255 -3.304 0.11